C49H36N5O5Pd | wB97M-V/def2-TZVPD

Each line ends with the Mulliken charge.
CARTESIAN COORDINATES (ANGSTROEM)
Pd (-0.06574, 0.24866, -0.71617)  0.811
C (7.80509, 0.10269, 4.80167)  -0.861
O (6.52267, -0.32801, 5.23004)  -0.457
C (5.50153, -0.24453, 4.34864)  0.967
C (4.26293, -0.69469, 4.80918)  -0.905
C (3.15824, -0.64474, 3.98669)  0.094
C (3.26163, -0.14846, 2.68580)  -0.585
C (4.49843, 0.27835, 2.22856)  -0.506
C (5.61850, 0.24206, 3.05101)  -0.674
C (2.09276, -0.12807, 1.76580)  1.107
C (2.05109, -1.13862, 0.79222)  -0.701
C (2.84447, -2.31724, 0.79937)  -1.113
C (2.17887, -3.23210, 0.02805)  -1.183
C (0.98788, -2.60102, -0.43725)  0.339
N (0.96165, -1.32542, -0.00478)  0.128
C (-0.10969, -3.37236, -0.98068)  1.808
C (-1.43538, -3.00246, -0.82185)  -0.501
C (-2.62311, -3.64993, -1.34487)  -0.600
C (-3.67004, -2.83347, -1.06063)  -1.647
C (-3.07777, -1.70191, -0.38954)  -0.640
C (-3.66839, -0.42686, -0.18419)  1.027
C (-2.28929, 1.27488, -1.46167)  0.015
C (-2.74587, 0.74457, -2.66239)  -0.957
C (-2.15192, 1.10218, -3.85595)  -0.945
C (-1.07249, 1.98987, -3.87737)  0.444
O (-0.41208, 2.35333, -4.98770)  -0.478
C (-0.76029, 1.71087, -6.21099)  -0.832
C (-0.63278, 2.54252, -2.68503)  -1.168
C (-1.22406, 2.19256, -1.47196)  0.591
C (-4.49046, 0.55274, -0.36458)  0.509
N (-3.00303, 0.92667, -0.21471)  1.847
C (-3.08298, 2.03361, 0.75806)  -0.856
C (-2.02624, 2.61674, 1.37979)  0.567
C (-2.12113, 4.09037, 1.56927)  0.992
C (-1.55344, 4.83742, 2.60385)  -0.951
C (-1.67669, 6.21470, 2.66717)  -1.029
C (-2.35332, 6.90717, 1.66438)  0.810
O (-2.52995, 8.23703, 1.63937)  -0.441
C (-2.00279, 9.00698, 2.71434)  -0.859
C (-2.86366, 6.19434, 0.57860)  -1.129
C (-2.73901, 4.82613, 0.53686)  0.039
C (-0.82416, 1.88942, 1.84972)  0.300
C (-0.33872, 2.07767, 3.17463)  -1.875
C (0.85538, 1.42478, 3.25701)  -0.800
C (1.04929, 0.76385, 2.01751)  0.254
N (-0.02341, 1.05257, 1.17373)  0.618
C (-4.46190, 2.48122, 0.74264)  -0.194
C (-5.29392, 1.63357, 0.09294)  -1.573
N (-1.77894, -1.80876, -0.23249)  -0.242
C (0.23667, -4.63490, -1.63576)  -0.215
C (-0.39397, -5.83326, -1.31472)  -0.724
C (-0.05353, -7.01741, -1.94938)  -0.724
C (0.92497, -7.00654, -2.94193)  0.997
O (1.32272, -8.09497, -3.62830)  -0.447
C (0.69879, -9.33678, -3.33481)  -0.857
C (1.56773, -5.81001, -3.27373)  -1.033
C (1.23879, -4.64818, -2.61876)  0.060
H (8.46992, -0.05120, 5.64579)  0.250
H (7.79603, 1.16206, 4.53518)  0.346
H (8.15531, -0.48724, 3.95164)  0.347
H (4.19569, -1.08728, 5.81479)  0.438
H (2.20556, -1.01481, 4.34549)  0.618
H (4.59668, 0.64972, 1.21573)  0.494
H (6.56585, 0.59076, 2.66807)  0.418
H (3.73937, -2.46804, 1.37928)  0.583
H (2.43382, -4.26571, -0.13350)  0.552
H (-2.65626, -4.56925, -1.90444)  0.650
H (-4.70928, -2.96898, -1.31276)  0.540
H (-3.55365, 0.02748, -2.67894)  0.426
H (-2.51677, 0.65250, -4.76738)  0.521
H (-0.07355, 2.10029, -6.95515)  0.270
H (-1.78462, 1.95163, -6.50267)  0.333
H (-0.63810, 0.62890, -6.12831)  0.327
H (0.18349, 3.25148, -2.70256)  0.580
H (-0.94080, 2.76152, -0.59933)  0.262
H (-0.99184, 4.36516, 3.38928)  0.173
H (-1.23014, 6.73789, 3.49938)  0.453
H (-2.27112, 10.03629, 2.50059)  0.252
H (-0.91618, 8.91551, 2.76326)  0.352
H (-2.44562, 8.70411, 3.66490)  0.352
H (-3.32855, 6.73823, -0.23228)  0.467
H (-3.08803, 4.31240, -0.34941)  0.520
H (-0.85377, 2.58623, 3.96896)  0.727
H (1.51181, 1.36347, 4.10752)  0.685
H (-4.79251, 3.32662, 1.32601)  0.656
H (-6.36871, 1.66880, 0.04832)  0.487
H (-1.13601, -5.85126, -0.52657)  0.628
H (-0.54376, -7.93431, -1.65900)  0.430
H (1.15853, -10.06501, -3.99527)  0.250
H (-0.37436, -9.29266, -3.53197)  0.350
H (0.87205, -9.62790, -2.29661)  0.346
H (2.31867, -5.82474, -4.05161)  0.442
H (1.73176, -3.72237, -2.88733)  0.481
O (-0.67943, -2.09689, -4.06605)  -0.656
C (-0.28622, -1.30155, -3.27934)  0.917
N (0.15483, -0.47068, -2.54835)  -0.890

Force components x, y, z for each atom (eV/Å):
Pd 0.0139 0.0033 0.0112
C -0.0008 0.0035 -0.0004
O -0.0143 -0.0033 -0.0108
C 0.0311 0.0047 0.0062
C -0.0196 -0.0024 0.0024
C 0.0045 -0.0086 0.0012
C -0.0356 -0.0069 0.0012
C 0.0210 0.0029 -0.0014
C -0.0038 0.0069 -0.0036
C 0.0070 -0.0093 -0.0065
C 0.0433 0.0650 0.0376
C -0.0312 -0.0520 -0.0253
C 0.0317 0.0538 0.0069
C -0.0288 -0.1237 0.0082
N -0.0363 0.0270 -0.0727
C -0.0149 0.0672 0.0226
C 0.0082 0.0391 -0.0052
C 0.0094 0.0456 -0.0182
C 0.0177 -0.0224 -0.0157
C 0.0496 0.1063 -0.1280
C 0.0218 -0.1746 0.2622
C -0.0936 0.0314 -0.0044
C 0.0021 -0.0038 -0.0156
C 0.0089 0.0109 -0.0059
C -0.0011 -0.0058 -0.0244
O -0.0143 0.0000 0.0145
C 0.0046 -0.0063 0.0013
C 0.0016 0.0004 0.0131
C 0.0097 0.0063 0.0118
C -0.1884 0.0444 -0.0979
N 0.0700 0.0333 -0.0356
C -0.0915 -0.0117 -0.0847
C 0.0236 -0.1329 0.1071
C 0.0125 0.0389 -0.0387
C -0.0383 -0.0191 0.0340
C 0.0036 0.0092 -0.0055
C 0.0176 -0.0083 0.0146
O -0.0015 0.0059 -0.0053
C -0.0038 -0.0077 -0.0108
C 0.0161 -0.0082 0.0122
C 0.0244 0.0061 -0.0180
C 0.0021 0.0760 -0.0004
C 0.0132 0.0727 -0.0712
C 0.0077 -0.0554 -0.0106
C -0.0191 0.0471 -0.0053
N -0.0330 -0.0652 -0.0124
C 0.0896 0.0385 0.0277
C 0.0788 0.0050 -0.0075
N -0.0260 -0.0750 0.1000
C 0.0852 0.0119 -0.0758
C -0.0298 -0.0028 0.0120
C 0.0161 0.0000 -0.0096
C -0.0148 -0.0245 0.0001
O 0.0015 0.0086 0.0085
C -0.0005 0.0023 0.0015
C -0.0042 -0.0020 0.0031
C -0.0244 0.0178 0.0198
H -0.0007 0.0005 -0.0010
H 0.0030 -0.0011 -0.0005
H 0.0017 0.0002 0.0008
H 0.0015 0.0010 0.0007
H -0.0019 0.0013 0.0021
H 0.0016 0.0014 -0.0005
H 0.0007 0.0008 -0.0010
H 0.0014 0.0087 0.0079
H -0.0005 -0.0024 0.0046
H 0.0166 -0.0052 0.0000
H -0.0051 0.0080 0.0004
H -0.0038 0.0014 -0.0032
H 0.0013 -0.0037 -0.0012
H 0.0010 -0.0007 0.0014
H 0.0009 0.0023 -0.0019
H -0.0026 0.0015 0.0004
H 0.0046 -0.0047 -0.0019
H 0.0000 -0.0322 0.0012
H -0.0306 -0.0108 0.0255
H -0.0052 0.0035 0.0015
H 0.0035 0.0000 0.0022
H 0.0003 0.0025 0.0045
H 0.0016 0.0039 0.0024
H -0.0066 0.0022 0.0025
H -0.0218 -0.0057 0.0068
H 0.0294 0.0071 0.0061
H -0.0030 0.0080 0.0050
H -0.0030 0.0147 -0.0090
H -0.0007 0.0073 -0.0095
H 0.0009 -0.0022 0.0021
H -0.0024 -0.0033 0.0008
H -0.0016 0.0017 -0.0014
H -0.0005 -0.0021 0.0005
H 0.0000 -0.0012 -0.0015
H 0.0016 0.0018 0.0010
H -0.0016 0.0018 0.0008
O -0.0723 0.0160 -0.0333
C 0.1010 0.0041 0.0457
N 0.0129 -0.0869 0.0254

Values from the calculation:
* E: -72553.2243 eV
* charge: +1
* HOMO: -9.91 eV
* orbital gap: 5.84 eV